# 1
This record from the OMol25 dataset describes a structure of composition C29H57AgN3O9 in a non-equilibrium geometry. The level of theory is ωB97M-V/def2-TZVPD.

Geometry as ORCA input:
```
! wB97M-V def2-TZVPD RIJCOSX def2/J DEFGRID3
* xyz -3 1
Ag -31.27289 13.66515 -6.42094
O -34.40727 14.73190 -7.72830
O -31.78040 11.74471 -10.40655
O -31.48824 15.54335 -10.92240
O -30.60117 12.62863 -4.31859
O -31.39322 10.21757 -2.47163
O -32.85902 13.52365 -9.79549
O -33.62103 13.65064 -6.37195
O -31.84490 12.39016 -8.43360
O -32.79343 15.62560 -6.64468
N -30.44592 16.49126 -10.86282
N -32.55009 10.76429 -3.05077
N -29.33303 13.22771 -4.46780
C -28.80416 14.79962 -10.04168
C -31.89494 9.82122 -5.27682
C -29.10737 14.24654 -2.17615
C -32.99797 9.88039 -4.17063
C -33.23646 8.42477 -3.70470
C -26.62009 14.26806 -4.29245
C -28.35034 17.29426 -9.73507
C -27.88906 17.62243 -11.11202
C -30.10581 17.08508 -12.23484
C -29.40386 16.20570 -9.82768
C -29.05667 18.22513 -12.02541
C -27.98687 11.31178 -3.75710
C -34.31621 10.42037 -4.85474
C -33.51919 11.28469 -2.12208
C -34.01558 10.30461 -0.98257
C -30.29117 15.49523 -4.09267
C -31.43097 17.83569 -12.76163
C -29.18143 14.46445 -3.69074
C -26.90528 13.15314 -5.22917
C -33.73454 14.83234 -6.67393
C -32.77969 12.56482 -1.54903
C -31.96074 12.69035 -9.59992
C -30.07849 16.22907 -8.40910
C -29.57126 15.99109 -13.24239
C -34.70267 11.81889 -2.87508
C -27.83238 15.21907 -4.15026
C -35.33862 10.81483 -3.80640
C -28.59020 11.83740 -6.22427
C -28.24553 12.36133 -4.83706
H -28.32448 14.80585 -11.02043
H -30.34636 15.52567 -5.18085
H -32.12531 12.27516 -0.72684
H -35.80174 10.00231 -3.24655
H -29.25679 15.20771 -1.68430
H -27.43823 16.92889 -9.26319
H -30.27852 15.16991 -13.12601
H -28.60552 18.59129 -12.94763
H -28.21061 13.77195 -1.77778
H -34.77445 10.64651 -0.27877
H -30.94419 9.48238 -4.86529
H -27.95200 15.80095 -5.06415
H -27.28557 16.77310 -11.43224
H -30.46571 12.01677 -3.59135
H -32.24652 17.11992 -12.86483
H -32.29832 13.18526 -2.30496
H -31.82015 10.83044 -5.68175
H -28.06161 14.53196 -9.28996
H -33.40260 7.75070 -4.54502
H -31.11719 14.66073 -10.99242
H -30.68509 15.33312 -8.27709
H -31.80734 9.52162 -1.95612
H -29.49171 19.10866 -11.55828
H -27.60773 15.87582 -3.30984
H -30.08190 16.47593 -3.66543
H -35.43583 12.21711 -2.17365
H -26.44531 13.91295 -3.27685
H -34.16470 11.29702 -5.48452
H -34.69573 9.53571 -5.36606
H -28.77192 12.63960 -6.93950
H -28.59100 15.56942 -13.02014
H -31.21064 15.03263 -3.73396
H -34.29548 12.67379 -3.41493
H -27.20086 10.61873 -4.05706
H -36.16728 11.30803 -4.31450
H -27.62166 11.72169 -2.81546
H -33.46370 13.33844 -1.20013
H -33.30567 9.78041 -0.34277
H -28.77106 10.60134 -3.49552
H -34.40583 9.34713 -1.32758
H -29.22597 16.08104 -7.74624
H -27.09658 18.34407 -10.91372
H -32.24874 9.25055 -6.13546
H -34.11340 8.40942 -3.05752
H -29.64238 16.35781 -14.26638
H -30.63152 17.13424 -8.15824
H -26.11681 12.41901 -5.06341
H -31.25025 18.04066 -13.81681
H -27.81388 11.22215 -6.67912
H -28.73577 18.14581 -9.17436
H -26.90237 13.57066 -6.23603
H -25.77178 14.86669 -4.62429
H -30.03616 13.71605 -1.96632
H -29.55226 14.00819 -10.08742
H -29.49845 11.23475 -6.22433
H -32.48384 7.96575 -3.06364
H -31.79751 18.74323 -12.28193
*
```

Summary:
Electronic energy (eV): -57877.8626
LUMO level (hartree): 0.20574
HOMO energy (eV): 4.0672
Relative energy (zero: lowest compared OMol25 entry of this formula, charge and spin) (kcal/mol): 153.0


# 2
This record from the OMol25 dataset describes a cluster of 2 separate species, C3H6N2O in total in a non-equilibrium geometry. The level of theory is ωB97M-V/def2-TZVPD.

Geometry as ORCA input:
```
! wB97M-V def2-TZVPD RIJCOSX def2/J DEFGRID3
* xyz 0 1
O 1.89706 -2.96371 -0.22394
N -1.50585 0.87227 -0.51238
N 0.66493 1.12254 -0.14866
C -1.26059 0.40739 0.75208
C -0.30423 1.37772 -0.97664
C 0.07863 0.58399 0.98068
H 0.62738 0.33538 1.86529
H -0.17881 2.15947 -1.71024
H 2.61977 -2.90426 0.39106
H 1.70759 -2.07578 -0.54955
H -2.08890 -0.02009 1.28427
H -2.25696 1.10507 -1.15196
*
```

Summary:
SMILES: c1c[nH]cn1.O
Electronic energy (eV): -8235.3296
LUMO level (hartree): 0.03095
HOMO energy (eV): -9.0024
Relative energy (zero: lowest compared OMol25 entry of this formula, charge and spin) (kcal/mol): 31.6


# 3
This record from the OMol25 dataset describes a structure of composition C11H21ClF5O2P2Sm in a non-equilibrium geometry. The level of theory is ωB97M-V/def2-TZVPD.

Geometry as ORCA input:
```
! wB97M-V def2-TZVPD RIJCOSX def2/J DEFGRID3
* xyz 2 6
Sm 0.43160 -0.92035 -0.28917
Cl 2.60982 2.45991 -1.98457
P -1.56588 0.00320 -1.97509
P 1.27868 -0.46631 2.35353
F -3.19517 -3.06787 1.23373
F 0.08813 -3.28342 -0.23575
F -2.62924 -3.05112 -0.90990
F -0.59082 -3.41229 1.91202
F -2.20674 -4.81429 0.33689
O -2.27902 -0.02170 1.79695
O 0.66307 3.66878 -0.74298
C 1.75207 3.85506 -1.24058
C -2.24649 -3.45734 0.34555
C -3.37039 0.02449 -1.99578
C 2.41861 -1.91183 2.36624
C 2.51247 5.14196 -1.33634
C -1.37083 -0.19957 1.09142
C 2.49006 0.89212 2.55410
C 0.55085 -0.59266 4.01095
C -0.94143 -2.82211 0.72882
C -1.21179 -1.35483 -3.17489
C -1.07003 1.44653 -2.97320
H 0.01816 1.42020 -3.12990
H -3.77695 -0.88511 -1.53974
H -1.30937 2.36137 -2.41348
H -0.12647 -1.42639 -3.36122
H 2.66083 5.41532 -2.38849
H -1.71817 -1.09451 -4.11648
H 3.07639 0.98428 1.62895
H 3.48562 5.02821 -0.84605
H 1.95261 1.83317 2.73741
H -1.58642 1.42179 -3.94589
H -0.09897 -1.47386 4.07513
H 1.95101 5.93670 -0.83586
H 1.85422 -2.85630 2.41780
H -3.73877 0.88116 -1.42263
H -3.74625 0.09522 -3.02393
H 3.05837 -1.81246 3.25364
H 3.05384 -1.90100 1.46639
H -1.58934 -2.32301 -2.81032
H -0.04744 0.30062 4.22669
H 1.34674 -0.68348 4.76251
H 3.16285 0.66168 3.39351
*
```

Summary:
Electronic energy (eV): -78418.4925
LUMO level (alpha / beta) (hartree): -0.32544 / -0.28039
HOMO energy (alpha / beta) (eV): -16.5216 / -16.6281
Relative energy (zero: lowest compared OMol25 entry of this formula, charge and spin) (kcal/mol): 0.0


# 4
This record from the OMol25 dataset describes a cluster of 10 separate species, C2H24NO10 in total in a non-equilibrium geometry. The level of theory is ωB97M-V/def2-TZVPD.

Geometry as ORCA input:
```
! wB97M-V def2-TZVPD RIJCOSX def2/J DEFGRID3
* xyz -1 1
O -27.12168 2.25730 23.69657
O -22.43172 4.74287 26.23200
O -19.00753 5.54479 23.44684
O -23.45066 -1.10863 25.23060
O -22.02423 3.75646 23.82652
O -22.04921 1.38326 24.70504
O -25.44107 0.03389 24.01043
O -25.51482 4.74625 24.36240
O -24.09629 2.51807 22.87525
O -22.89332 1.68504 28.33630
N -24.79659 2.12837 26.09975
C -20.66029 3.93747 23.96471
C -20.37656 5.33283 23.64646
H -25.96664 0.77137 23.66044
H -23.84831 2.51225 25.74428
H -20.20777 3.27543 23.23969
H -24.10500 -0.72490 24.63145
H -24.95965 2.56316 26.97079
H -24.68157 1.14048 26.14756
H -24.23611 2.92194 22.00109
H -24.67853 4.86330 23.88703
H -22.33860 4.39983 25.37064
H -21.25148 1.00751 24.39977
H -22.35605 2.47822 28.34313
H -22.22772 1.00017 28.20063
H -20.42570 3.64368 24.97083
H -25.43709 2.42585 25.38279
H -26.50413 2.97409 23.49613
H -26.04067 5.25871 23.81483
H -21.72173 4.24384 26.71961
H -22.79541 -0.46668 25.05528
H -22.00842 2.30202 24.37508
H -26.09681 -0.64198 24.06897
H -20.74335 6.08629 24.37056
H -20.88907 5.55697 22.70532
H -27.59669 2.09542 22.85933
H -23.21660 2.87112 23.15419
*
```

Summary:
Electronic energy (eV): -24426.4354
LUMO level (hartree): 0.06594
HOMO energy (eV): -1.2698
Relative energy (zero: lowest compared OMol25 entry of this formula, charge and spin) (kcal/mol): 104.0


# 5
This record from the OMol25 dataset describes a structure of composition CHN2O3P in a non-equilibrium geometry. The level of theory is ωB97M-V/def2-TZVPD.

Geometry as ORCA input:
```
! wB97M-V def2-TZVPD RIJCOSX def2/J DEFGRID3
* xyz -2 1
P -0.25480 0.92348 0.19528
O 0.63807 1.54847 1.26110
O -0.63991 1.77493 -1.01028
O 1.01445 -0.01471 -0.74103
N 1.12844 -2.23529 0.04687
N -1.22668 -0.22088 0.69032
C 0.95190 -1.12912 -0.30355
H -1.61148 -0.64688 -0.13870
*
```

Summary:
Electronic energy (eV): -19465.3280
LUMO level (hartree): 0.27411
HOMO energy (eV): 0.4953
Relative energy (zero: lowest compared OMol25 entry of this formula, charge and spin) (kcal/mol): 31.0


# 6
This record from the OMol25 dataset describes a cluster of 2 separate species, C10H15NO2 in total in a non-equilibrium geometry. The level of theory is ωB97M-V/def2-TZVPD.

Geometry as ORCA input:
```
! wB97M-V def2-TZVPD RIJCOSX def2/J DEFGRID3
* xyz 0 1
O 2.96768 -0.60531 -2.53217
O 0.56172 3.00908 1.67277
N 1.68682 -2.19098 -1.59497
C -1.40254 1.67609 2.07732
C -0.06318 1.78700 1.76739
C -1.31221 -0.68898 1.55990
C -1.98990 -2.02930 1.46730
C 1.86945 -0.94623 -2.13939
C 0.02065 -0.55081 1.19960
C -1.99774 0.40837 2.03648
C 0.66702 -0.00850 -2.08514
C 0.93879 1.30432 -2.82041
C 0.65349 0.67627 1.32323
H 1.98267 1.42943 -3.08156
H 1.71779 0.79528 1.21742
H -0.18928 -0.56429 -2.46144
H 0.76322 -2.41149 -1.25295
H 0.73489 2.13733 -2.16228
H -2.83990 -1.98754 0.78814
H -1.34146 -2.84502 1.15412
H -2.92279 0.30311 2.58483
H 0.52736 0.25819 -1.04643
H -2.37895 -2.33785 2.43544
H -1.99606 2.52901 2.38329
H 0.65552 -1.42312 1.07143
H 0.00260 3.69994 2.07351
H 0.35630 1.47201 -3.72193
H 2.32805 -2.89599 -1.91355
*
```

Summary:
SMILES: Cc1ccc(O)cc1.CCC(N)=O
Electronic energy (eV): -16198.5756
LUMO level (hartree): 0.02770
HOMO energy (eV): -8.6616
Relative energy (zero: lowest compared OMol25 entry of this formula, charge and spin) (kcal/mol): 11.9